{
  "formula": "C38H42Cl2N4O3RuS2",
  "method": "wB97M-V/def2-TZVPD",
  "symbols": ["Ru", "Cl", "Cl", "S", "S", "O", "O", "O", "N", "N", "N", "N", "C", "C", "C", "C", "C", "C", "C", "C", "C", "C", "C", "C", "C", "C", "C", "C", "C", "C", "C", "C", "C", "C", "C", "C", "C", "C", "C", "C", "C", "C", "C", "C", "C", "C", "C", "C", "C", "C", "H", "H", "H", "H", "H", "H", "H", "H", "H", "H", "H", "H", "H", "H", "H", "H", "H", "H", "H", "H", "H", "H", "H", "H", "H", "H", "H", "H", "H", "H", "H", "H", "H", "H", "H", "H", "H", "H", "H", "H", "H", "H"],
  "coordinates": [[0.72612, 1.76328, -0.42180], [-2.92214, -1.69723, -2.75352], [-4.38289, 3.48167, -3.43926], [1.10812, 1.66494, 1.96000], [-0.22029, -0.45040, -0.09487], [1.32991, 1.06630, -2.73034], [-0.51837, 2.10633, -2.19034], [3.02798, 1.69882, -0.36309], [-2.67101, 1.18449, -3.87555], [-1.30331, -1.44638, 2.09862], [3.62337, -0.13064, -1.54670], [0.49950, -0.15777, 3.76557], [-0.01641, -5.44721, 1.13688], [-0.86230, -6.40102, 1.68974], [-6.18789, 0.34551, -1.78996], [0.25775, 3.78604, -0.13134], [-5.27710, -0.68156, -2.00267], [1.21782, 6.07321, -0.06263], [0.37299, 0.25160, 2.51633], [-0.72970, 0.80865, -5.20655], [3.89842, 0.90352, -0.74718], [-1.71529, -3.76788, 1.43138], [4.48209, -1.59439, 4.72182], [-1.45307, -1.55538, 3.55034], [-2.07516, 0.48299, -4.86483], [3.46740, -0.73829, 4.32815], [1.34402, 0.51621, 4.76897], [-4.73906, 1.88498, -2.89535], [-2.78712, -0.51714, -5.57346], [-2.55696, -4.72406, 1.98431], [-3.82277, 0.85300, -3.18149], [-2.13212, -6.04063, 2.10999], [2.45315, -0.39996, 5.22034], [-4.09647, -0.43272, -2.67407], [5.32285, 1.10295, -0.32010], [-0.01461, 1.93937, -4.52699], [-0.10082, -1.42317, 4.19266], [4.49260, -2.11346, 6.01071], [-0.11873, 0.05841, -6.18607], [2.46725, -0.92058, 6.50719], [0.29134, 1.66637, -3.05971], [-0.81186, -0.95226, -6.85560], [-2.15640, -1.22255, -6.55861], [3.48811, -1.77461, 6.90309], [1.50412, 4.60700, -0.42349], [-2.16684, -2.33299, 1.30685], [1.94180, 4.51129, -1.88386], [-5.91152, 1.63736, -2.21703], [-0.44128, -4.13533, 1.00512], [-0.43870, -0.59900, 1.57337], [-2.14028, -0.77989, 3.90060], [-0.55721, 4.00327, -0.82162], [1.73561, 1.42657, 4.32606], [-2.79470, -6.78080, 2.53761], [0.90615, 0.27659, -6.45230], [0.69708, 0.78814, 5.60514], [4.36840, -0.70427, -1.90092], [0.39076, 6.45884, -0.66192], [-3.83017, -0.69057, -5.34560], [-0.52974, -7.42519, 1.79029], [-6.60520, 2.44640, -2.03957], [0.55251, -2.25479, 3.91628], [-7.11416, 0.14046, -1.27155], [2.09555, 6.68932, -0.26391], [-2.15437, -1.98674, 0.27613], [5.34891, 1.45305, 0.70844], [5.75854, 1.88170, -0.94797], [3.50012, -2.16994, 7.90967], [3.46529, -0.31838, 3.32758], [1.12417, 4.80956, -2.54626], [5.27353, -1.84910, 4.02964], [0.95895, 6.18210, 0.99028], [0.21447, -3.39494, 0.56013], [-5.46959, -1.67901, -1.63446], [1.68957, -0.64728, 7.21141], [-0.18820, -1.40945, 5.27686], [5.29059, -2.77460, 6.32011], [2.73703, -0.14015, -2.03262], [-3.17952, -2.21897, 1.69985], [-2.69822, -1.97521, -7.11321], [-0.31337, -1.51285, -7.63466], [-1.87857, -2.53234, 3.77128], [-2.29815, 2.10919, -3.66403], [0.97239, -5.73003, 0.80136], [2.32024, 4.25886, 0.21742], [-0.07561, 3.89690, 0.90025], [0.93123, 2.11838, -5.03341], [-0.60526, 2.85783, -4.58225], [5.91909, 0.19849, -0.42438], [2.26548, 3.50422, -2.15526], [-3.55151, -4.44502, 2.31369], [2.78169, 5.18201, -2.06919]],
  "homo_energy_ev": [-12.47, -13.34],
  "total_energy_ev": -101475.807,
  "total_charge": 2,
  "spin_multiplicity": 5
}



{
  "formula": "C30H43NO18",
  "method": "wB97M-V/def2-TZVPD",
  "symbols": ["O", "O", "O", "O", "O", "O", "O", "O", "O", "O", "O", "O", "O", "O", "O", "O", "O", "O", "N", "C", "C", "C", "C", "C", "C", "C", "C", "C", "C", "C", "C", "C", "C", "C", "C", "C", "C", "C", "C", "C", "C", "C", "C", "C", "C", "C", "C", "C", "C", "H", "H", "H", "H", "H", "H", "H", "H", "H", "H", "H", "H", "H", "H", "H", "H", "H", "H", "H", "H", "H", "H", "H", "H", "H", "H", "H", "H", "H", "H", "H", "H", "H", "H", "H", "H", "H", "H", "H", "H", "H", "H", "H"],
  "coordinates": [[-0.57372, 36.92776, 17.48384], [-5.93574, 39.28976, 9.89356], [-3.08319, 32.50187, 12.58013], [-1.89948, 38.48075, 12.43570], [-5.88920, 34.22603, 19.91521], [1.32009, 35.73908, 16.98136], [-6.84500, 35.54970, 14.15119], [-0.50664, 34.78952, 17.71121], [-1.12131, 35.26970, 12.59895], [-5.29768, 30.38609, 6.21933], [0.50872, 33.85308, 12.83041], [-1.02815, 38.59572, 14.49843], [-9.01489, 42.93661, 12.87790], [-4.30429, 32.53558, 6.12367], [-0.66427, 34.45041, 14.73522], [-5.42056, 31.97299, 7.94407], [0.29250, 38.23165, 12.42099], [-5.58125, 29.99412, 23.33745], [-5.00435, 33.48262, 15.28856], [-5.07421, 31.51269, 6.70518], [-8.23366, 42.09296, 10.72493], [-7.61136, 41.01642, 12.78345], [-6.80918, 34.98720, 15.47247], [-5.69624, 30.99736, 22.44037], [-4.47564, 31.49655, 22.01222], [-3.59354, 33.64019, 14.94561], [0.48508, 34.18537, 11.44877], [-5.49645, 34.51998, 16.17582], [-4.41582, 32.14175, 12.09913], [-6.94150, 31.50459, 22.14687], [-4.68476, 33.78184, 6.71600], [-2.98688, 38.94091, 13.30049], [-5.78923, 33.14859, 20.80457], [-6.91427, 40.05312, 12.02368], [-0.41244, 34.56783, 13.49349], [-1.76807, 36.59170, 18.17703], [0.18756, 35.81078, 17.41423], [-0.71962, 38.45477, 13.08702], [-2.42641, 38.46429, 14.63689], [-6.78679, 40.10202, 10.62465], [-3.07345, 32.40264, 13.99789], [-7.47418, 41.14446, 9.97091], [-5.90552, 36.60997, 13.81398], [-0.81001, 35.01075, 11.31719], [-8.29837, 42.01179, 12.09403], [-4.51588, 32.60927, 21.18255], [-5.24472, 33.31467, 8.11000], [-6.98981, 32.65729, 21.42351], [-1.86818, 35.14222, 18.10699], [-7.60898, 41.24574, 8.90415], [-3.71793, 33.26097, 20.85854], [-7.20784, 35.72630, 16.16738], [-3.76854, 34.37213, 6.73037], [-4.66700, 33.48334, 9.01878], [-3.89365, 38.35826, 13.13804], [-2.90007, 38.99363, 15.46366], [-7.96959, 33.07648, 21.24831], [-4.96246, 31.50965, 12.79893], [-5.88711, 36.82908, 12.74639], [-5.53736, 34.19251, 6.17515], [-5.51236, 34.19773, 17.21698], [-2.60840, 37.12259, 17.72969], [-5.58500, 35.07944, 20.23261], [-2.64229, 34.80910, 17.41570], [-5.43101, 33.54579, 14.37529], [-4.82829, 35.37921, 16.23406], [-6.13611, 33.86675, 8.40791], [-1.63501, 34.48378, 10.83783], [-7.55807, 34.19854, 15.54509], [-8.75559, 42.88529, 10.20899], [-3.15463, 40.01405, 13.20915], [-3.25323, 31.47321, 14.53821], [-3.51665, 31.22654, 22.42916], [-9.34382, 42.66141, 13.73678], [-2.56421, 37.39406, 14.79090], [-6.00429, 37.46333, 14.48489], [0.56747, 33.25688, 10.88378], [-5.04613, 32.99469, 11.84750], [-4.65160, 31.82286, 11.08384], [-7.91058, 31.12147, 22.43060], [-6.31589, 39.41682, 12.65887], [-7.67355, 40.99841, 13.86150], [-3.04115, 33.84416, 15.86286], [-4.88597, 36.28563, 14.02235], [-2.11850, 34.73937, 19.08839], [-4.63539, 30.05476, 23.49002], [-3.60024, 34.61055, 14.44916], [-0.57167, 35.98208, 10.88381], [-1.73305, 36.95007, 19.20584], [-2.00306, 32.47010, 14.19236], [1.35120, 34.76759, 11.13419], [-6.13188, 39.51355, 8.98085]],
  "homo_energy_ev": [0.15, -6.20],
  "total_energy_ev": -70144.705,
  "total_charge": -1,
  "spin_multiplicity": 2
}